[1]
Computed, not measured: a 10-piece molecular cluster, C27H54NO30 overall at a distorted geometry, with ωB97M-V/def2-TZVPD.

highest occupied orbital energy	-4.5	eV
strongest force on any atom	5.05	eV/A
E_LUMO	2.4	eV
orbital gap	6.95	eV
2S+1	1
net charge	-1

Geometry as XYZ:
```
112
C27H54NO30, DFT ωB97M-V/def2-TZVPD
N 1.60 18.22 -3.72
O 2.00 17.23 -3.10
O 2.21 18.84 -4.55
O 0.42 18.64 -3.56
C 2.19 15.96 0.34
O 3.40 15.99 1.00
C 4.40 15.32 0.47
O 4.38 14.74 -0.59
O 5.34 15.36 1.32
C 6.54 14.66 0.99
H 2.16 16.62 -0.53
H 1.43 16.37 1.00
H 2.01 14.93 0.04
H 7.41 15.03 1.52
H 6.90 14.61 -0.04
H 6.55 13.66 1.42
C -2.16 16.51 -3.18
O -3.14 16.32 -4.16
C -3.05 16.91 -5.29
O -2.14 17.64 -5.64
O -4.21 16.60 -5.94
C -4.62 17.38 -7.03
H -1.11 16.39 -3.45
H -2.46 15.91 -2.33
H -2.33 17.53 -2.83
H -3.93 17.40 -7.87
H -4.85 18.40 -6.70
H -5.57 17.02 -7.43
C 1.36 22.39 1.96
O 2.37 22.01 1.05
C 2.40 20.70 0.68
O 1.58 19.80 0.99
O 3.50 20.41 -0.11
C 3.59 19.20 -0.78
H 0.39 22.33 1.47
H 1.47 23.41 2.33
H 1.38 21.75 2.85
H 3.79 18.41 -0.06
H 4.35 19.27 -1.56
H 2.60 19.03 -1.19
C 3.74 18.50 -7.28
O 4.13 19.83 -7.50
C 3.22 20.78 -7.68
O 2.02 20.59 -7.57
O 3.86 21.91 -8.23
C 3.12 22.95 -8.78
H 4.28 18.17 -6.39
H 3.89 17.95 -8.21
H 2.72 18.24 -6.99
H 2.58 23.57 -8.08
H 2.38 22.68 -9.53
H 3.85 23.67 -9.15
C -0.19 10.15 -3.70
O 0.81 11.07 -3.19
C 0.72 12.40 -3.30
O -0.25 13.05 -3.72
O 1.92 12.86 -3.01
C 2.33 14.17 -3.24
H -0.29 10.04 -4.78
H -1.12 10.48 -3.24
H 0.03 9.13 -3.39
H 2.44 14.39 -4.30
H 3.29 14.36 -2.77
H 1.56 14.80 -2.79
C 8.31 20.90 -3.71
O 7.87 19.63 -4.14
C 7.03 18.88 -3.45
O 6.55 19.07 -2.33
O 6.72 17.84 -4.27
C 5.72 16.82 -3.81
H 8.68 21.31 -4.65
H 9.15 20.87 -3.02
H 7.52 21.52 -3.29
H 4.75 17.26 -4.07
H 5.86 16.54 -2.77
H 5.88 15.95 -4.45
C 0.64 15.41 -6.36
O 0.85 15.87 -7.68
C 0.57 17.14 -8.00
O 0.33 18.01 -7.15
O 0.47 17.27 -9.36
C 0.38 18.60 -9.96
H 1.18 16.06 -5.68
H 0.91 14.38 -6.12
H -0.43 15.51 -6.17
H -0.29 18.48 -10.81
H 1.36 18.82 -10.36
H 0.08 19.43 -9.32
C 1.03 23.86 -2.23
O 0.20 23.07 -1.48
C -0.31 21.93 -1.91
O -0.04 21.36 -2.96
O -0.89 21.39 -0.90
C -1.31 19.98 -0.74
H 1.25 24.80 -1.71
H 0.63 23.98 -3.23
H 2.02 23.41 -2.32
H -0.60 19.41 -1.34
H -2.32 19.75 -1.05
H -1.19 19.73 0.32
C 4.40 21.22 -3.87
O 4.01 22.60 -4.08
C 2.80 22.90 -4.60
O 1.93 22.25 -5.12
O 2.98 24.21 -4.86
C 1.85 24.91 -5.47
H 4.34 20.62 -4.78
H 3.75 20.74 -3.15
H 5.47 21.31 -3.66
H 0.97 24.34 -5.19
H 1.96 25.02 -6.55
H 1.95 25.89 -5.01
```

=====

[2]
Computed, not measured: a 9-piece molecular cluster, C27H54O27 overall at a distorted geometry, with ωB97M-V/def2-TZVPD.

highest occupied orbital energy (spin up / spin down)	-11.7 / -11.7	eV
strongest force on any atom	5.64	eV/A
E_LUMO (spin up / spin down)	-2.2 / -9.9	eV
orbital gap (spin up / spin down)	9.55 / 1.85	eV
2S+1	2
net charge	+1

Geometry as XYZ:
```
108
C27H54O27, DFT ωB97M-V/def2-TZVPD
C -2.17 4.72 3.38
O -2.98 3.52 3.36
C -3.94 3.25 4.25
O -4.78 2.38 4.05
O -3.85 4.15 5.25
C -4.69 4.02 6.41
H -1.24 4.60 2.83
H -1.94 4.89 4.43
H -2.80 5.52 2.98
H -4.64 3.08 6.96
H -5.71 4.19 6.08
H -4.14 4.71 7.07
C -2.13 -0.32 4.33
O -2.78 0.17 5.46
C -3.50 -0.68 6.30
O -3.60 -1.90 6.19
O -3.94 0.06 7.29
C -4.45 -0.63 8.47
H -2.87 -0.89 3.77
H -1.32 -1.02 4.55
H -1.80 0.55 3.75
H -3.55 -1.02 8.96
H -5.29 -1.33 8.48
H -4.70 0.31 8.95
C 1.90 2.75 -4.79
O 1.78 1.54 -5.43
C 2.66 0.57 -5.26
O 3.49 0.49 -4.38
O 2.42 -0.38 -6.25
C 3.33 -1.56 -6.45
H 2.06 2.76 -3.71
H 1.10 3.48 -4.93
H 2.79 3.24 -5.17
H 2.73 -2.26 -7.03
H 3.57 -2.05 -5.51
H 4.22 -1.29 -7.02
C 2.26 -0.65 -0.78
O 1.27 0.38 -0.66
C 0.61 0.65 0.51
O 0.80 0.07 1.57
O -0.39 1.53 0.27
C -1.52 1.82 1.04
H 1.73 -1.56 -1.04
H 2.83 -0.73 0.15
H 2.97 -0.38 -1.56
H -1.90 0.87 1.41
H -2.14 2.31 0.29
H -1.23 2.50 1.83
C -6.05 1.21 -3.40
O -4.80 1.72 -3.20
C -4.60 2.97 -3.23
O -5.47 3.84 -3.39
O -3.24 3.22 -3.09
C -2.30 2.19 -3.03
H -6.58 1.95 -4.00
H -6.66 1.11 -2.50
H -6.23 0.22 -3.82
H -2.32 1.57 -2.13
H -1.32 2.65 -3.13
H -2.39 1.54 -3.90
C 6.09 -2.07 -0.75
O 5.94 -1.53 -2.02
C 6.08 -2.30 -3.10
O 5.99 -3.49 -3.24
O 6.31 -1.43 -4.00
C 6.75 -1.81 -5.34
H 6.38 -1.18 -0.20
H 6.96 -2.71 -0.64
H 5.09 -2.41 -0.45
H 6.95 -0.89 -5.89
H 6.02 -2.41 -5.88
H 7.67 -2.37 -5.18
C -0.57 0.74 8.09
O 0.20 1.62 7.18
C 0.47 1.15 6.01
O 0.48 0.01 5.74
O 0.83 2.18 5.24
C 1.36 2.11 3.95
H -1.08 -0.08 7.59
H -1.15 1.52 8.59
H 0.02 0.21 8.84
H 0.63 1.59 3.34
H 2.37 1.70 3.93
H 1.48 3.18 3.76
C -0.47 -1.00 -6.04
O -0.10 -0.81 -4.68
C -0.93 -1.35 -3.73
O -2.03 -1.91 -4.02
O -0.48 -1.05 -2.50
C -1.08 -1.82 -1.50
H -1.54 -0.78 -6.11
H -0.29 -2.03 -6.35
H -0.03 -0.36 -6.80
H -0.68 -1.51 -0.54
H -0.90 -2.88 -1.67
H -2.14 -1.56 -1.36
C 2.02 -2.93 -3.52
O 1.68 -3.59 -2.36
C 2.46 -4.61 -1.91
O 3.63 -4.82 -2.07
O 1.68 -5.23 -1.03
C 2.09 -6.18 -0.09
H 1.53 -3.22 -4.45
H 3.07 -3.15 -3.73
H 2.04 -1.85 -3.42
H 2.63 -6.97 -0.61
H 1.22 -6.60 0.41
H 2.74 -5.79 0.70
```

=====

[3]
Computed, not measured: C27H55O20Zn as an isolated structure at a distorted geometry, with ωB97M-V/def2-TZVPD.

highest occupied orbital energy	-11.7	eV
strongest force on any atom	5.00	eV/A
E_LUMO	-3.1	eV
orbital gap	8.57	eV
2S+1	1
net charge	+1

Geometry as XYZ:
```
103
C27H55O20Zn, DFT ωB97M-V/def2-TZVPD
Zn -1.50 1.23 -1.76
O -0.70 -0.22 -0.88
H -0.68 -0.75 -0.06
C 3.11 -0.28 4.66
O 2.47 -1.38 4.08
C 2.45 -1.60 2.71
O 3.22 -1.03 1.93
O 1.40 -2.37 2.34
C 1.20 -2.61 0.94
H 4.07 -0.51 5.13
H 2.38 0.09 5.38
H 3.37 0.49 3.94
H 1.85 -3.39 0.55
H 1.17 -1.66 0.40
H 0.18 -2.95 0.76
C -3.73 -5.88 -2.18
O -2.65 -5.20 -2.82
C -1.73 -4.54 -2.04
O -1.66 -4.66 -0.77
O -0.97 -3.79 -2.78
C 0.15 -3.11 -2.24
H -4.30 -6.34 -2.99
H -4.51 -5.28 -1.72
H -3.46 -6.64 -1.44
H 0.91 -3.84 -1.98
H -0.24 -2.62 -1.35
H 0.61 -2.36 -2.89
C 3.07 0.03 -1.17
O 3.80 1.24 -1.09
C 4.94 1.60 -1.75
O 5.48 0.96 -2.63
O 5.35 2.85 -1.30
C 6.55 3.43 -1.85
H 3.10 -0.35 -2.19
H 2.03 0.18 -0.89
H 3.49 -0.69 -0.47
H 6.86 4.24 -1.18
H 6.40 3.80 -2.86
H 7.35 2.69 -1.77
C -2.38 -1.63 2.18
O -1.67 -2.61 2.90
C -1.97 -2.93 4.21
O -2.92 -2.51 4.82
O -1.01 -3.79 4.63
C -0.99 -4.30 5.98
H -3.35 -2.10 2.06
H -1.89 -1.45 1.23
H -2.32 -0.67 2.69
H -0.62 -3.54 6.67
H -0.34 -5.13 6.23
H -1.99 -4.43 6.39
C 2.94 3.49 5.52
O 2.18 2.59 4.76
C 1.57 2.86 3.56
O 1.56 3.96 3.00
O 1.05 1.75 3.06
C 0.49 1.74 1.73
H 3.26 2.83 6.33
H 2.41 4.36 5.90
H 3.87 3.77 5.02
H 1.33 1.73 1.03
H -0.10 2.63 1.58
H -0.14 0.86 1.65
C -3.90 -1.86 -3.65
C -3.51 -1.13 -2.42
O -3.18 0.05 -2.38
C -3.78 -1.83 -1.10
H -4.80 -2.47 -3.61
H -3.03 -2.44 -3.97
H -3.93 -1.24 -4.55
H -4.68 -2.45 -1.07
H -3.74 -1.10 -0.29
H -2.91 -2.46 -0.93
C -4.64 1.64 1.24
C -3.24 2.16 0.97
O -2.43 1.62 0.21
C -2.85 3.47 1.62
H -4.78 0.59 1.02
H -5.36 2.18 0.63
H -4.98 1.74 2.27
H -3.44 4.31 1.23
H -1.83 3.72 1.30
H -2.94 3.47 2.70
C 0.90 -0.09 -5.39
C -0.19 0.80 -4.76
O -0.35 0.81 -3.52
C -0.95 1.70 -5.76
H 0.52 -0.66 -6.23
H 1.35 -0.85 -4.75
H 1.76 0.48 -5.74
H -1.64 2.25 -5.12
H -1.49 1.13 -6.52
H -0.23 2.43 -6.14
C 1.08 4.40 -0.31
C 1.11 3.28 -1.37
O 0.27 2.39 -1.34
C 2.02 3.40 -2.56
H 1.92 4.28 0.38
H 0.15 4.34 0.25
H 1.26 5.39 -0.73
H 1.80 2.55 -3.21
H 3.08 3.39 -2.28
H 1.77 4.33 -3.05
```

=====

[4]
Computed, not measured: C27H55P2SiTb as an isolated structure, with ωB97M-V/def2-TZVPD.

highest occupied orbital energy (spin up / spin down)	-12.0 / -13.5	eV
strongest force on any atom	0.80	eV/A
E_LUMO (spin up / spin down)	-6.4 / -5.6	eV
orbital gap (spin up / spin down)	5.63 / 7.92	eV
2S+1	7
net charge	+2

Geometry as XYZ:
```
86
C27H55P2SiTb, DFT ωB97M-V/def2-TZVPD
Tb 0.27 0.62 1.41
C -0.17 -4.10 0.68
C 0.56 -3.02 1.43
C 1.89 -2.72 1.10
C 2.62 -3.51 0.04
C 2.58 -1.70 1.77
C 4.00 -1.36 1.38
C 1.98 -1.05 2.86
C 2.82 -0.15 3.75
C 0.64 -1.33 3.17
C -0.06 -0.58 4.29
C -0.08 -2.30 2.46
C -1.49 -2.62 2.89
H -0.04 -5.08 1.16
H 0.19 -4.20 -0.34
H -1.24 -3.91 0.62
H 2.59 -3.01 -0.93
H 2.20 -4.50 -0.09
H 3.67 -3.64 0.30
H 4.71 -2.03 1.86
H 4.27 -0.35 1.67
H 4.15 -1.45 0.31
H 2.97 0.86 3.36
H 3.82 -0.58 3.86
H 2.40 -0.06 4.75
H -0.06 -1.16 5.22
H -1.12 -0.40 4.07
H 0.40 0.37 4.53
H -2.18 -1.80 2.68
H -1.53 -2.78 3.97
H -1.89 -3.50 2.42
C -0.66 3.45 4.14
P 0.73 3.06 3.03
C 2.21 3.57 3.96
C 0.61 4.37 1.74
C -0.70 4.36 0.95
P -0.99 2.87 -0.12
C -2.68 3.18 -0.70
C 0.08 3.25 -1.54
H -0.70 4.52 4.34
H -0.53 2.93 5.08
H -1.62 3.13 3.72
H 2.08 4.59 4.32
H 3.09 3.52 3.33
H 2.36 2.92 4.82
H 1.47 4.28 1.07
H 0.73 5.34 2.24
H -0.75 5.24 0.31
H -1.56 4.44 1.63
H -2.77 4.20 -1.08
H -3.40 3.03 0.10
H -2.91 2.48 -1.51
H -0.05 4.29 -1.84
H -0.19 2.58 -2.36
H 1.14 3.08 -1.32
C -0.45 -1.02 -0.95
Si -0.98 -0.34 -2.66
C 0.44 -0.66 -3.87
C 1.73 -0.13 -3.23
C 0.63 -2.15 -4.17
C 0.18 0.10 -5.17
C -2.75 -0.87 -3.02
C -2.84 -2.28 -3.63
C -3.40 0.13 -3.99
C -3.53 -0.85 -1.70
H -0.31 -2.11 -0.92
H -1.23 -0.78 -0.22
H 0.54 -0.60 -0.70
H 2.02 -0.72 -2.35
H 1.65 0.92 -2.93
H 2.56 -0.20 -3.94
H 0.80 -2.74 -3.26
H 1.51 -2.28 -4.81
H -0.21 -2.59 -4.69
H 0.07 1.18 -5.01
H -0.73 -0.24 -5.68
H 1.01 -0.05 -5.87
H -2.37 -2.32 -4.61
H -3.89 -2.56 -3.75
H -2.37 -3.04 -3.00
H -2.90 0.14 -4.97
H -3.38 1.15 -3.61
H -4.44 -0.14 -4.16
H -3.23 -1.67 -1.04
H -4.60 -0.98 -1.90
H -3.42 0.09 -1.16
```